48
Properties=species:S:1:pos:R:3:forces:R:3 method="wB97M-V/def2-TZVPD" spin_multiplicity=1 mol_weight_g_mol=367.4 homo_ev=-8.461 orbital_gap_ev=8.6 relative_energy_kj_mol=306.93 total_charge=0 smiles="COCCNc1nc(C)cc(-c2cc(C(=O)NCc3ccccc3)on2)n1"
C -2.9107 2.1415 -0.0524 0.17 -0.32 -0.03
C -0.9431 0.6370 0.1593 1.06 -0.04 0.23
C 7.1198 -1.8129 -0.6200 0.08 -0.09 -0.08
C 1.1931 0.8412 0.6216 -1.14 0.75 -0.35
N -5.0657 -1.0064 -1.3052 -0.35 -0.17 -0.09
C 6.4127 -1.3008 0.4548 -0.05 0.11 0.05
C -4.9755 3.5669 -0.2864 -0.01 -0.01 -0.01
H -4.7665 -4.0831 0.1174 -0.07 0.04 -0.01
H 6.4853 -1.7761 1.4229 0.00 -0.04 0.11
N -3.0458 -0.1708 -0.5857 0.08 -0.15 -0.04
H -2.3468 2.9916 0.2921 0.08 0.10 0.04
O 2.9464 2.4079 0.8285 -0.14 0.18 -0.12
H 7.7404 -2.6868 -0.4873 0.05 -0.07 0.00
N -0.4823 -0.5671 0.4045 -1.07 -0.35 -0.20
C 2.5927 1.2474 0.8902 0.15 -0.33 0.17
C -3.4071 -2.4759 1.6299 0.14 0.02 -0.02
C 4.8182 0.3844 1.4475 0.12 0.13 -0.01
H -6.2220 -3.0484 0.0977 0.07 -0.09 -0.07
C 6.2322 -0.0870 -2.0260 -0.05 0.07 -0.04
H -4.9333 3.9438 0.7341 -0.01 0.08 0.05
H -2.7658 -1.9034 0.9523 -0.04 -0.14 0.09
C -4.6154 -2.3681 -1.1885 -0.02 -0.28 0.41
N -4.9689 1.2111 -0.7715 -0.34 0.10 -0.03
C -2.3437 0.8785 -0.1756 -0.82 0.29 -0.11
H -4.9743 -2.9405 -2.0487 0.11 -0.02 0.05
C 5.6171 -0.1752 0.2980 0.05 -0.03 0.09
H 6.1607 0.3886 -2.9929 0.00 0.04 -0.08
H 3.0314 -0.7215 1.1821 -0.05 0.08 -0.03
H -3.5252 -2.3432 -1.1948 -0.10 -0.14 -0.11
C 7.0293 -1.2081 -1.8614 0.07 -0.09 -0.02
H 4.9112 1.3044 -1.0731 -0.08 0.12 -0.02
H 0.0676 2.6514 0.1438 0.05 0.24 -0.02
C -4.3346 0.0327 -0.8548 0.36 0.39 0.01
H 4.9876 1.4610 1.5402 0.01 -0.18 0.09
C -5.1274 -3.0427 0.0998 0.05 0.03 -0.27
C 5.5301 0.4273 -0.9516 0.03 -0.01 0.01
C 0.1011 1.5931 0.2867 0.72 -0.60 0.25
H -6.0598 -0.8380 -1.3447 0.11 0.09 -0.01
H 5.0934 -0.1086 2.3845 0.02 0.10 -0.08
N 3.3970 0.2177 1.2231 0.00 -0.24 0.12
H 7.5798 -1.6086 -2.6997 0.04 -0.03 -0.06
H -3.3259 -2.0638 2.6340 0.09 -0.03 0.01
O 0.8289 -0.4560 0.6923 0.69 0.41 0.11
H -3.0848 -3.5240 1.6406 0.01 -0.01 0.03
H -4.4973 4.2975 -0.9366 0.01 0.09 -0.01
O -4.7720 -2.3762 1.2808 -0.16 0.14 -0.02
H -6.0123 3.4419 -0.5829 -0.03 0.02 0.00
C -4.2647 2.2553 -0.3777 0.14 -0.14 0.02